Formula: C38H51F3N4O3PPt
Source: the OMol25 dataset
Level of theory: ωB97M-V/def2-TZVPD

The geometry in XYZ format:
```
101
C38H51F3N4O3PPt ωB97M-V/def2-TZVPD
Pt 0.34856 -0.13892 0.31998
C 0.74337 -1.79885 3.72403
N -0.39678 -1.16483 3.07122
C -1.55573 -2.03653 3.06845
C -0.61814 0.14687 3.59425
C -1.53736 0.38023 4.60878
C -1.72965 1.65330 5.12702
C -0.98064 2.70829 4.63457
C -0.06815 2.48776 3.61447
C 0.12445 1.21831 3.06561
N 0.96101 0.99544 1.95220
C 2.28666 1.36920 2.01184
C 2.88345 2.14231 3.02859
C 4.22449 2.47332 2.98779
C 5.04316 2.04625 1.95062
C 4.49513 1.21956 0.98699
C 3.15303 0.87336 1.02992
N 2.62305 -0.11104 0.07992
C 2.80850 0.36028 -1.31209
C 3.36017 -1.37928 0.24833
H 0.56579 -1.96116 4.79670
H 0.93736 -2.77094 3.26828
H 1.62820 -1.17023 3.61283
H -1.84790 -2.39486 4.06620
H -2.40804 -1.51838 2.62652
H -1.32870 -2.91678 2.46101
H -2.11193 -0.44542 5.00835
H -2.45387 1.81278 5.91464
H -1.11907 3.70855 5.02333
H 0.46358 3.33048 3.19273
H 2.29672 2.47613 3.86916
H 4.63477 3.07875 3.78596
H 6.08568 2.32729 1.90769
H 5.12816 0.83109 0.19827
H 3.86534 0.31547 -1.59218
H 2.23359 -0.25931 -1.99585
H 2.48711 1.39776 -1.37681
H 4.43102 -1.22880 0.09622
H 3.20165 -1.75913 1.25458
H 3.00516 -2.09582 -0.49055
F 0.03143 2.08367 -6.47746
C -0.60522 0.96654 -6.12151
F -1.73393 0.87966 -6.83001
F 0.17148 -0.07629 -6.45699
C -0.88375 0.93737 -4.63532
C -1.96513 0.22441 -4.14672
C -2.14974 0.15742 -2.78354
N -1.29541 0.74155 -1.93145
C -0.26578 1.46291 -2.40216
C -0.03396 1.58251 -3.75378
H -2.66351 -0.26730 -4.80791
H -2.97493 -0.37257 -2.34021
H 0.36606 1.91848 -1.65719
H 0.80301 2.17036 -4.10141
C 0.79602 -5.08927 1.27793
C 1.18056 -3.80373 0.59034
O 0.02538 -3.31661 -0.11489
P -0.13357 -1.92533 -0.88149
O 0.69158 -2.03771 -2.23762
C 0.53405 -3.13250 -3.17894
C 1.86194 -3.82284 -3.37015
O -1.63640 -2.15625 -1.37548
C -2.62489 -2.99974 -0.73190
C -2.71241 -4.34306 -1.41263
H 1.64933 -5.48006 1.83277
H 0.48466 -5.84047 0.55233
H -0.02162 -4.92167 1.97952
H 1.98732 -3.96710 -0.12561
H 1.49224 -3.04661 1.30763
H 0.17998 -2.68523 -4.10749
H -0.22979 -3.81896 -2.81442
H 2.62460 -3.11166 -3.68680
H 1.77192 -4.59119 -4.13845
H 2.19077 -4.30359 -2.44823
H -3.56469 -2.45179 -0.81548
H -2.37985 -3.09823 0.32435
H -2.88891 -4.22458 -2.48219
H -3.54379 -4.91062 -0.99272
H -1.79826 -4.91571 -1.26115
C -2.63447 1.91613 1.44098
C -2.28453 1.96433 -0.04459
C -3.63830 1.94831 -0.77906
C -1.50980 0.64920 -0.42646
C -1.48698 3.21758 -0.40219
C -0.27074 3.46814 0.23342
C 0.53127 4.53667 -0.13428
C 0.12615 5.40030 -1.14471
C -1.09194 5.18390 -1.76691
C -1.88895 4.10414 -1.39955
H -3.17583 0.99471 1.67325
H -3.28023 2.75955 1.68929
H -1.76118 1.96499 2.07336
H -4.19150 1.04455 -0.51291
H -3.56751 2.00180 -1.86543
H -4.23854 2.80023 -0.45819
H -2.26864 -0.12564 -0.32618
H 0.07356 2.79328 1.00173
H 1.47547 4.69351 0.37344
H 0.74718 6.23807 -1.43313
H -1.43289 5.85708 -2.54299
H -2.83162 3.97243 -1.91205
```

- charge = +1
- E (a.u.) = -2683.4888
- maximum force (eV/A) = 0.48
- 2S+1 = 1

Formula: C38H51F4N5ORb
Source: the OMol25 dataset
Level of theory: ωB97M-V/def2-TZVPD

The geometry in XYZ format:
```
100
C38H51F4N5ORb ωB97M-V/def2-TZVPD
Rb 13.95437 14.39870 9.47088
C 14.85563 12.22947 5.92712
C 16.04647 13.11125 6.30665
N 15.59388 14.50167 6.66582
C 14.76923 15.09443 5.56636
C 14.17105 16.47728 5.76050
C 16.70210 15.36463 7.03802
C 17.67978 14.81790 8.12482
N 17.02772 14.30826 9.27906
C 17.70904 13.67254 10.22053
C 17.24761 13.69553 11.59133
F 15.90036 13.81586 11.88589
C 18.16335 13.55139 12.61038
F 17.75332 13.82158 13.86214
C 19.45326 13.06552 12.37177
C 19.70628 12.56713 11.07746
F 20.77631 11.77406 10.94111
C 18.83322 12.81361 10.06704
F 18.94772 12.20990 8.85158
H 15.02505 11.13033 5.93479
H 14.49386 12.51583 4.93452
H 14.02177 12.40873 6.64634
H 16.75876 13.11216 5.49359
H 16.56539 12.65355 7.17972
H 13.89467 14.40212 5.47376
H 15.30757 15.04552 4.60622
H 13.56465 16.51202 6.73205
H 13.61013 16.70291 4.86588
H 14.93674 17.26130 5.80248
H 16.27180 16.30498 7.45261
H 17.34709 15.66526 6.20811
H 18.32698 15.65617 8.35702
H 18.42541 14.14360 7.60307
H 20.21187 12.91371 13.13406
C 11.85320 18.86326 12.31578
C 11.45724 17.59308 11.51058
C 11.55978 16.29165 12.31055
C 10.10457 17.78709 10.82753
C 9.01585 18.54587 11.36394
C 7.76295 18.52902 10.76927
C 7.64483 18.08875 9.46947
C 8.79200 17.71503 8.71636
C 8.83999 18.02010 7.24154
C 10.22612 17.95792 6.63856
C 7.92363 17.17483 6.32952
C 9.95768 17.25011 9.51931
N 10.84316 16.33687 9.04614
C 10.32853 15.12054 8.71730
C 10.37145 12.84575 8.93583
N 10.79128 11.79715 9.57376
C 10.22218 10.56671 9.67793
C 9.12130 10.28599 10.58396
C 8.41238 9.08487 10.33668
C 8.79461 8.20684 9.31762
C 9.88212 8.45402 8.49490
C 10.70537 9.58556 8.74802
C 12.03541 9.82557 8.02906
C 12.23406 8.79108 6.89382
C 13.18642 9.66523 9.02168
C 8.92986 11.10332 11.84737
C 8.07096 10.29160 12.86528
C 10.26915 11.47228 12.51259
H 12.84917 18.72670 12.77052
H 11.14457 19.05295 13.15941
H 11.90361 19.76018 11.63251
H 12.13802 17.50120 10.71966
H 10.68625 16.16375 12.97952
H 12.49662 16.18972 12.89306
H 11.49183 15.41038 11.61842
H 9.07839 19.09698 12.29627
H 6.84239 18.79807 11.35575
H 6.67519 18.06847 8.93767
H 8.49544 19.09546 7.12892
H 10.63308 16.94022 6.61122
H 10.95161 18.56644 7.23710
H 10.15746 18.31601 5.62990
H 8.19876 16.11370 6.38238
H 7.93673 17.54916 5.28534
H 6.86099 17.31526 6.60786
H 9.23166 15.03931 8.56234
H 8.61996 12.08930 8.47023
H 7.54794 8.82798 10.95929
H 8.10745 7.40186 9.05119
H 10.14350 7.84806 7.65120
H 12.03839 10.86817 7.66994
H 12.32378 7.79910 7.33065
H 13.18799 9.01228 6.37273
H 11.42243 8.77221 6.15239
H 13.16828 8.64968 9.55173
H 13.05729 10.41230 9.87093
H 14.22679 9.73928 8.56905
H 8.41993 12.06475 11.59059
H 8.45327 9.23433 12.92394
H 7.02632 10.16387 12.52788
H 8.20270 10.78736 13.84147
H 10.83128 10.60282 12.86097
H 10.13308 12.16195 13.35136
H 10.84484 12.05460 11.74714
O 9.09990 12.94770 8.44578
N 11.08641 13.99951 8.90621
```

- charge = -1
- E (a.u.) = -2251.1193
- maximum force (eV/A) = 3.57
- 2S+1 = 1

Formula: C38H51FN10OSi
Source: the OMol25 dataset
Level of theory: ωB97M-V/def2-TZVPD

The geometry in XYZ format:
```
102
C38H51FN10OSi ωB97M-V/def2-TZVPD
N 0.80026 6.79354 4.01832
Si 0.12832 5.37757 3.19619
C 1.30598 3.87959 3.11179
C 2.48223 4.06697 2.13763
O 2.67965 5.02708 1.51991
F 3.34993 2.97710 2.06949
H 0.82559 6.53240 5.00806
H 1.73334 7.03363 3.68583
H -1.01060 4.94315 4.03605
H -0.34739 5.67673 1.83294
H 0.70541 3.01850 2.70540
H 1.69426 3.53660 4.09870
C -1.19881 -0.49717 0.76584
C -1.23513 0.45194 -0.28919
C 0.00156 1.03876 -0.35210
N 0.78301 0.48417 0.62797
C 0.05999 -0.45608 1.30909
H -2.00422 -1.13809 1.08799
H -2.07276 0.67792 -0.92989
H 0.39253 1.80103 -1.00545
H 1.74043 0.72835 0.81692
H 0.50219 -1.01134 2.11891
C 2.05304 -5.18136 3.78162
C 1.06273 -5.26063 2.76860
C 0.40524 -4.05751 2.74282
N 0.95759 -3.25672 3.70451
C 1.96604 -3.93362 4.33774
H 2.75058 -5.95205 4.06841
H 0.85620 -6.10608 2.12875
H -0.40543 -3.70304 2.12665
H 0.66917 -2.31736 3.91349
H 2.53153 -3.46895 5.12852
C -3.86876 7.80506 -0.05494
C -4.25964 8.75452 0.92672
C -3.34453 8.68679 1.94672
N -2.42321 7.73111 1.61874
C -2.72924 7.19539 0.40311
H -4.36559 7.59689 -0.98987
H -5.11342 9.41193 0.88852
H -3.27152 9.23164 2.87357
H -1.63596 7.46232 2.18398
H -2.10854 6.42749 -0.02884
C 6.16363 -1.09181 1.64436
C 5.21343 -1.07902 0.59166
C 4.60602 0.15043 0.60644
N 5.14920 0.87832 1.63052
C 6.10263 0.13064 2.26416
H 6.81856 -1.90427 1.91594
H 4.99994 -1.87953 -0.09883
H 3.83547 0.56862 -0.02153
H 4.88785 1.81689 1.87687
H 6.65304 0.53069 3.10014
C -1.78462 3.01363 -3.69898
C -0.73474 3.59870 -2.94275
C -1.28224 4.61797 -2.20799
N -2.61799 4.67721 -2.49433
C -2.93472 3.69908 -3.39831
H -1.70542 2.18488 -4.38476
H 0.30314 3.30460 -2.93798
H -0.83499 5.30526 -1.50863
H -3.26740 5.33663 -2.10035
H -3.94637 3.57681 -3.74929
C -3.16955 -5.14722 -1.61646
C -3.57699 -4.19773 -0.64561
C -2.66199 -4.23850 0.37520
N -1.72040 -5.17891 0.06113
C -2.02040 -5.73398 -1.15396
H -3.66203 -5.37366 -2.54859
H -4.44250 -3.55629 -0.69061
H -2.60130 -3.68138 1.29578
H -0.93030 -5.42418 0.63267
H -1.39288 -6.49865 -1.58159
C -2.11759 -9.05829 5.31014
C -1.20510 -10.11443 5.05360
C -0.19487 -9.60203 4.28194
N -0.46439 -8.27875 4.05890
C -1.63140 -7.93861 4.68647
H -3.02662 -9.11328 5.88766
H -1.28085 -11.13397 5.39677
H 0.68921 -10.06302 3.87238
H 0.10652 -7.65233 3.51911
H -2.01407 -6.93229 4.63368
C 2.18729 -5.75125 -4.42859
C 2.09009 -4.34143 -4.30118
C 1.07298 -4.08051 -3.41894
N 0.54991 -5.27694 -3.01253
C 1.22647 -6.30048 -3.61907
H 2.88323 -6.30018 -5.04296
H 2.69738 -3.60245 -4.79938
H 0.67655 -3.14939 -3.04717
H -0.21585 -5.38717 -2.36497
H 0.96552 -7.32831 -3.42388
C -0.65177 5.99837 -8.38992
C 0.64391 5.56486 -8.00864
C 0.54574 5.05397 -6.73974
N -0.75681 5.16626 -6.33896
C -1.49427 5.73582 -7.34017
H -0.93444 6.45011 -9.32755
H 1.54549 5.62048 -8.59786
H 1.28871 4.62242 -6.08888
H -1.11733 4.87346 -5.44467
H -2.55174 5.90596 -7.21916
```

- E (a.u.) = -2490.7003
- maximum force (eV/A) = 2.82
- 2S+1 = 1

Formula: C38H51N9OS
Source: the OMol25 dataset
Level of theory: ωB97M-V/def2-TZVPD

The geometry in XYZ format:
```
100
C38H51N9OS ωB97M-V/def2-TZVPD
C 0.32192 -1.18417 0.57683
S -0.21595 0.49837 0.31250
O 0.96081 1.21910 -0.31181
C -1.37091 0.10030 -1.02360
H 0.60991 -1.69797 -0.34412
H -0.48693 -1.75706 1.03380
H 1.19673 -1.24186 1.22291
H -0.73458 -0.18840 -1.86184
H -1.93668 0.99249 -1.27689
H -2.03567 -0.72526 -0.76994
N -4.29995 -4.68135 -0.82307
C -4.69146 -3.57278 -1.50691
C -4.49753 -2.48626 -0.66681
C -3.99116 -2.99265 0.54368
C -3.88136 -4.36221 0.43376
H -4.43570 -5.62525 -1.13984
H -5.01775 -3.60683 -2.53115
H -4.63148 -1.45516 -0.95322
H -3.80215 -2.45671 1.46264
H -3.59404 -5.08014 1.18052
N -4.28316 1.13486 -3.18341
C -5.51178 0.53777 -3.08314
C -5.65990 -0.33082 -4.12546
C -4.49330 -0.19603 -4.94751
C -3.68761 0.73315 -4.35435
H -3.92417 1.85896 -2.58564
H -6.17422 0.80979 -2.27693
H -6.53723 -0.93601 -4.28168
H -4.33312 -0.74427 -5.86038
H -2.72559 1.13108 -4.63135
N 3.53285 -0.35616 0.15280
C 4.28350 -0.66141 1.25842
C 5.26882 -1.52720 0.84449
C 5.16666 -1.69036 -0.55037
C 4.07996 -0.92826 -0.95082
H 2.69615 0.21528 0.14716
H 3.97907 -0.32525 2.23415
H 6.00604 -2.01604 1.46362
H 5.77351 -2.20716 -1.27461
H 3.67587 -0.76828 -1.93709
N 3.20454 5.23805 -3.41571
C 2.52576 5.22377 -2.22919
C 2.56215 3.94300 -1.74510
C 3.30108 3.16182 -2.65935
C 3.70488 3.99039 -3.68548
H 3.34013 6.00603 -4.04734
H 2.17412 6.16497 -1.84110
H 2.09099 3.67204 -0.81554
H 3.53665 2.11048 -2.59542
H 4.25553 3.79022 -4.58782
N -0.35868 2.90023 -2.41948
C -1.39732 3.72178 -2.07463
C -1.99682 4.13488 -3.24671
C -1.31832 3.52482 -4.31904
C -0.30484 2.76376 -3.76984
H 0.32412 2.53279 -1.76762
H -1.57817 4.00996 -1.05298
H -2.79189 4.86227 -3.30148
H -1.47620 3.61175 -5.38126
H 0.48296 2.17635 -4.21112
N 1.64695 -2.23769 5.18609
C 0.89104 -1.64949 4.20392
C -0.24312 -2.40764 4.02480
C -0.13337 -3.50859 4.91203
C 1.03853 -3.39009 5.60278
H 2.56548 -1.92071 5.43768
H 1.24748 -0.71399 3.80155
H -1.10178 -2.10737 3.44705
H -0.87885 -4.27895 5.02537
H 1.48511 -4.02592 6.34733
N 2.68044 -3.87391 0.30483
C 2.29405 -4.71275 -0.69643
C 1.27974 -5.50397 -0.20242
C 1.07998 -5.13135 1.14607
C 1.96640 -4.12831 1.45278
H 3.43333 -3.20676 0.23232
H 2.68225 -4.59244 -1.69317
H 0.73630 -6.27699 -0.71922
H 0.35150 -5.47446 1.86535
H 2.18872 -3.50088 2.29961
N 5.22027 3.29151 1.37123
C 4.05394 2.72525 0.89003
C 3.17909 2.63702 1.94397
C 3.80270 3.23934 3.06457
C 5.06744 3.59813 2.69694
H 6.07458 3.32180 0.84606
H 4.13867 2.50991 -0.15970
H 2.15639 2.31553 1.81354
H 3.44171 3.27745 4.08010
H 5.87857 3.96770 3.30145
N -2.79362 1.33060 3.18500
C -3.43985 0.55160 2.26536
C -4.75728 0.46723 2.61286
C -4.93389 1.24892 3.77624
C -3.71131 1.77949 4.10786
H -1.79831 1.46079 3.18160
H -2.92032 0.02796 1.47870
H -5.50766 -0.03490 2.02438
H -5.88507 1.56877 4.17136
H -3.35529 2.38897 4.92097
```

- E (a.u.) = -2444.7239
- maximum force (eV/A) = 1.82
- 2S+1 = 1